P:
10
Properties=species:S:1:pos:R:3:mulliken_charge:R:1 method="wB97M-V/def2-TZVPD" e_homo_ev=-8.560 multiplicity=1
C 1.2203 0.6745 2.0735 0.195
C 1.0195 -0.2824 1.3598 -0.515
C 0.7290 -1.3992 0.4833 -0.430
C -0.1209 -1.3889 -0.5843 -0.135
C -1.0102 -0.3264 -1.0556 -0.228
S -0.7088 1.2469 -0.8835 -0.224
H 1.2056 1.6415 2.5802 0.390
H 1.2186 -2.3235 0.6765 0.349
H -0.2732 -2.3427 -1.0594 0.304
H -1.8364 -0.5925 -1.7217 0.295

Q:
10
Properties=species:S:1:pos:R:3:mulliken_charge:R:1 method="wB97M-V/def2-TZVPD" e_homo_ev=-8.121 smiles="C1=CC2=C[C@@H]2S1" multiplicity=1
C -0.8609 -0.4960 -1.1362 -0.268
C -0.5340 0.8088 -1.0129 -0.508
C 0.2132 0.8614 0.3609 0.063
C 1.3112 0.3028 0.8814 -0.332
C 0.0101 -0.3100 1.2654 -0.359
S -0.6242 -1.6054 0.0764 -0.188
H -1.1540 -0.8230 -2.0102 0.445
H -0.3259 1.5996 -1.6731 0.391
H 2.4228 0.2405 1.0262 0.333
H -0.4584 -0.5786 2.2220 0.423

R:
10
Properties=species:S:1:pos:R:3:mulliken_charge:R:1 method="wB97M-V/def2-TZVPD" e_homo_ev=-8.954 smiles="C#CC(=C)C=S" multiplicity=1
C -2.9683 -0.5985 0.0100 0.307
C -1.8437 -0.2269 0.0108 -0.842
C -0.5146 0.3457 -0.0602 0.571
C -0.2661 1.6384 0.0258 -0.871
C 0.5566 -0.6159 0.0516 -0.389
S 2.1393 -0.3090 -0.0229 -0.246
H -3.8628 -1.1184 -0.1994 0.448
H 0.7137 2.0678 0.0187 0.314
H -1.0332 2.3056 0.0616 0.347
H 0.1703 -1.5676 0.2578 0.360

Stability verdict: P, ahead by 11.0 kJ/mol

P:
10
Properties=species:S:1:pos:R:3:mulliken_charge:R:1 method="wB97M-V/def2-TZVPD" e_homo_ev=-8.814 multiplicity=1
C 2.0910 -1.7102 0.0719 -0.101
C 1.4476 -0.5892 0.1786 -0.288
C 0.7154 0.6841 -0.0871 -0.114
C -0.6006 0.8454 0.0297 -0.118
C -1.9520 0.2103 0.1060 -0.293
S -2.1553 -1.4280 -0.0364 -0.190
H 2.8209 -2.4674 -0.2759 0.345
H 1.2083 1.7912 -0.2847 0.218
H -0.8181 1.8481 -0.2542 0.233
H -2.7572 0.8156 0.5520 0.309

Q:
10
Properties=species:S:1:pos:R:3:mulliken_charge:R:1 method="wB97M-V/def2-TZVPD" e_homo_ev=-9.245 smiles=C#CC#CCS multiplicity=1
C 3.6041 -0.6939 0.1254 -0.454
C 2.4138 -0.3517 -0.0133 -0.331
C 1.0254 -0.0053 -0.1595 0.623
C -0.1769 0.3218 -0.3928 -0.384
C -1.5808 0.7617 0.1784 -0.389
S -2.4905 -0.9773 -0.0073 -0.223
H 4.4847 -1.1864 -0.1240 0.392
H -1.5113 1.0633 1.2512 0.297
H -1.9340 1.5498 -0.5716 0.317
H -3.8345 -0.4818 -0.2864 0.153

Stability verdict: P, ahead by 20.3 kJ/mol

P:
20
Properties=species:S:1:pos:R:3:mulliken_spin:R:1 method="wB97M-V/def2-TZVPD" e_homo_ev="-13.402 / -13.400" charge=+1 multiplicity=2
C 0.0876 -0.5115 1.4646 0.014
N -0.5932 0.0345 0.2466 0.798
C -0.2063 -0.7825 -1.0332 0.042
C -0.2527 -0.0217 -2.3303 0.009
N -1.7766 -0.0525 -2.7519 0.001
C 1.4483 0.1315 1.7015 0.050
N 1.2962 1.0981 2.8109 0.023
H 0.1481 -1.5785 1.2739 0.053
H -0.4406 -0.4556 2.4148 0.002
H -1.5845 -0.1498 0.4617 -0.014
H -0.8686 -1.6321 -0.9755 0.033
H 0.7539 -1.3355 -1.0230 -0.002
H 0.0188 1.0276 -2.4308 -0.004
H 0.3999 -0.6109 -2.9854 -0.001
H -1.8295 0.0104 -3.7619 0.000
H -2.2428 0.6685 -2.2294 0.001
H 1.8421 0.5434 0.7626 -0.004
H 2.2182 -0.5899 2.0008 -0.003
H 0.7531 1.8732 2.4505 -0.002
H 2.1864 1.5998 2.9615 0.003

Q:
20
Properties=species:S:1:pos:R:3:mulliken_spin:R:1 method="wB97M-V/def2-TZVPD" e_homo_ev="-12.464 / -12.427" charge=+1 multiplicity=2
N 0.4045 -0.6038 1.5840 0.021
C 0.4579 -0.3543 0.0516 0.011
C -0.5093 0.8991 -0.0310 0.016
C -1.9834 0.5582 0.4345 0.019
N -2.7087 -0.2395 -0.6376 0.852
C 1.8243 0.0731 -0.3521 0.000
N 2.5389 -0.9384 -1.1633 0.002
H 0.8128 0.2004 2.0862 0.000
H 0.5705 -1.5716 1.6050 -0.001
H 0.1553 -1.2696 -0.5350 0.003
H -0.5181 1.4096 -1.0682 0.001
H -0.0826 1.6190 0.6889 0.001
H -2.0397 0.0699 1.2752 0.013
H -2.6546 1.4086 0.4175 0.078
H -2.5969 0.3137 -1.5598 -0.010
H -3.6613 -0.4807 -0.3881 -0.012
H 1.7434 0.9682 -1.0053 0.004
H 2.3011 0.5846 0.5590 0.001
H 2.4296 -1.9273 -0.7388 0.000
H 3.5166 -0.7192 -1.2228 0.000

Stability verdict: P, ahead by 34.6 kJ/mol

P:
13
Properties=species:S:1:pos:R:3:mulliken_charge:R:1 method="wB97M-V/def2-TZVPD" e_homo_ev=-10.113 multiplicity=1
C 1.6384 -0.0869 -1.1837 -1.303
C 0.3527 -0.4428 -0.5275 0.136
C -0.4076 -0.0542 1.3347 -0.475
C -0.4730 0.6861 0.0703 0.224
H 2.1452 0.4786 -0.3950 0.324
H 2.0480 -1.0278 -1.3988 0.326
H 1.6175 0.5294 -2.0811 0.338
H -0.2480 -1.1220 -1.0749 0.397
H -1.3713 -0.5261 1.4975 0.284
H -0.0161 0.5303 2.2143 0.244
H -0.0384 1.6942 0.0060 0.276
O 0.6141 -0.9842 0.8381 -0.435
F -1.7459 0.7448 -0.4040 -0.336

Q:
13
Properties=species:S:1:pos:R:3:mulliken_charge:R:1 method="wB97M-V/def2-TZVPD" e_homo_ev=-9.148 smiles="C=CF.C=CO" multiplicity=1
C -2.2696 -0.6890 0.4410 -0.512
C -2.2443 -0.9276 -0.8347 -0.090
F -1.2525 -1.7073 -1.4194 -0.291
H -1.4024 -0.9571 1.0464 0.281
H -2.9407 0.0659 0.7677 0.265
H -3.0142 -0.8686 -1.5758 0.355
C 2.4045 0.6346 -0.7031 -0.974
C 1.4924 0.7611 0.2076 0.287
O 0.3804 0.0412 0.2578 -0.325
H 3.3187 1.1544 -0.8166 0.261
H 2.1491 -0.0533 -1.3772 0.319
H 1.5894 1.5605 1.0069 0.267
H 0.3029 -0.4432 -0.4806 0.157

R:
13
Properties=species:S:1:pos:R:3:mulliken_charge:R:1 method="wB97M-V/def2-TZVPD" e_homo_ev=-9.913 multiplicity=1
C -0.6257 -0.9216 0.2041 0.662
C -0.3114 -0.3058 -1.0657 -0.838
C 0.5180 0.9053 -0.3060 0.132
C 0.4622 -0.1966 0.9740 -1.187
H -1.6619 -0.4988 2.0249 0.367
H -0.3940 -2.0597 0.0585 0.154
H 0.1732 -0.7597 -1.9371 0.344
H -1.1800 0.2375 -1.4392 0.248
H -0.1230 1.7195 -0.0547 0.344
H 0.1200 0.3387 1.8270 0.413
H 1.3511 -0.7387 1.0432 0.291
O -1.8748 -0.6966 0.8373 -0.596
F 1.8282 1.1607 -0.7844 -0.334

S:
13
Properties=species:S:1:pos:R:3:mulliken_charge:R:1 method="wB97M-V/def2-TZVPD" e_homo_ev=-10.246 smiles="OC/C=C/CF" multiplicity=1
O -1.5112 -1.7429 1.3410 -0.497
C -1.4049 -0.3612 1.3962 -0.507
C -0.7816 0.2251 0.1282 -0.412
C 0.4947 0.6243 0.0053 0.058
C 1.2352 1.2238 -1.1249 -0.345
F 1.8283 0.1065 -1.6974 -0.263
H -0.6733 -1.9388 0.9094 0.388
H -0.7422 -0.0017 2.2083 0.263
H -2.3728 0.1106 1.5426 0.311
H -1.5540 0.3046 -0.5970 0.319
H 1.1845 0.4703 0.8550 0.207
H 1.9896 2.0557 -0.9852 0.256
H 0.5423 1.7121 -1.8140 0.223

Stability verdict: P, ahead by 17.7 kJ/mol

P:
16
Properties=species:S:1:pos:R:3:mulliken_charge:R:1 method="wB97M-V/def2-TZVPD" e_homo_ev=-8.687 smiles=CC#CCCC multiplicity=1
C -0.9785 2.7828 0.5534 -1.543
C -0.3805 1.5507 0.5406 0.762
C 0.2194 0.4068 0.6580 0.159
C 0.9186 -0.8117 0.7788 -0.908
C 0.6113 -1.7771 -0.3952 -0.464
C 0.6405 -1.2131 -1.8486 -1.094
H -1.3521 2.9954 -0.4431 0.302
H -0.2471 3.5458 0.8189 0.308
H -1.6872 2.8768 1.3897 0.296
H 1.9356 -0.5600 0.9314 0.320
H 0.6752 -1.2928 1.7134 0.313
H 1.2848 -2.6283 -0.3960 0.337
H -0.3497 -2.3074 -0.1871 0.255
H -0.1925 -0.5530 -2.0726 0.298
H 1.5792 -0.6834 -2.1385 0.271
H 0.6295 -2.0411 -2.5011 0.388

Q:
16
Properties=species:S:1:pos:R:3:mulliken_charge:R:1 method="wB97M-V/def2-TZVPD" e_homo_ev=-8.414 smiles="C=C1C=CCC1.[H][H]" multiplicity=1
C 0.8703 0.7573 1.7060 -0.924
C 0.1357 0.1691 0.7597 0.610
C -0.2044 -1.2592 0.6805 -0.653
C -1.0213 -1.5055 -0.3471 -0.340
C -1.3658 -0.2562 -1.1194 -0.491
C -0.5078 0.8412 -0.4444 -0.536
H 1.0645 1.8271 1.6968 0.270
H 1.2962 0.1860 2.5272 0.266
H 0.1670 -1.9939 1.3890 0.374
H -1.4208 -2.4818 -0.6076 0.392
H -2.4400 -0.0405 -1.0489 0.256
H -1.1407 -0.3639 -2.1873 0.284
H -1.1006 1.7118 -0.1473 0.281
H 0.2704 1.2006 -1.1274 0.209
H 2.9096 0.6037 -1.2646 0.242
H 2.6145 0.5948 -0.5805 -0.239

R:
16
Properties=species:S:1:pos:R:3:mulliken_charge:R:1 method="wB97M-V/def2-TZVPD" e_homo_ev=-9.159 smiles="C[C@@H]1C=CCC1" multiplicity=1
C -1.4637 0.4460 1.3267 -1.517
C -0.6657 -0.2201 0.2199 0.558
C 0.5113 -1.0674 0.7046 -0.684
C 1.5188 -0.9068 -0.1614 -0.245
C 1.0913 -0.0376 -1.3581 -0.638
C 0.0009 0.7778 -0.7286 -0.836
H -0.8137 1.0793 1.9424 0.352
H -1.9361 -0.2962 1.9766 0.393
H -2.2510 1.0785 0.9013 0.356
H -1.3332 -0.8623 -0.3765 0.201
H 0.3502 -1.6537 1.6226 0.354
H 2.5195 -0.9646 -0.5173 0.411
H 1.8940 0.5652 -1.8199 0.404
H 0.7687 -0.7362 -2.1443 0.271
H -0.6792 1.2258 -1.4472 0.332
H 0.4877 1.5724 -0.1410 0.288

S:
16
Properties=species:S:1:pos:R:3:mulliken_charge:R:1 method="wB97M-V/def2-TZVPD" e_homo_ev=-7.777 smiles="C=C[C@H]1C[C@@H]1C" multiplicity=1
C -0.7812 1.8563 0.0593 -0.784
C 0.0222 1.4150 1.0386 -0.191
C 0.5660 0.0735 1.0100 -0.230
C -0.1210 -1.2516 1.0016 -0.443
C -0.3521 -0.7778 -0.3579 -0.458
C 0.4971 -0.8819 -1.5839 -1.069
H -0.8111 1.3553 -0.9008 0.214
H -1.3754 2.7508 0.1604 0.291
H 0.3630 2.1131 1.8093 0.332
H 1.6170 0.0006 1.3617 0.370
H 0.6110 -2.0492 1.0657 0.256
H -0.9947 -1.3851 1.6283 0.256
H -1.4168 -0.5908 -0.5868 0.547
H 0.0723 -1.5167 -2.3734 0.356
H 1.4907 -1.2348 -1.3109 0.309
H 0.6133 0.1233 -2.0212 0.245

Stability verdict: R, ahead by 29.1 kJ/mol